DFT (wB97M-V/def2-TZVPD) results for a 12-piece molecular cluster, C52H127BN9O24 overall at a distorted geometry.

Computed properties:
**HOMO level**: -5.8 eV
**Energy**: -119202.1067 eV
**ΔE to the lowest compared entry with this formula, charge and spin**: 331.3 kJ/mol
**Largest force on an atom**: 5.34 eV Å⁻¹
**Charge**: -1

Each atom is followed by the atoms it is bonded to, with distances in Å.
Positions of all 213 atoms, in Å:
1 O 23.720 -12.430 -11.245  C2 1.233
2 C 22.571 -12.059 -11.491  O1 1.233, O3 1.347, C6 1.539
3 O 22.269 -11.003 -12.271  C2 1.347, B4 1.496
4 B 20.783 -10.904 -12.418  O3 1.496, O5 1.472, O8 1.468, O12 1.451
5 O 20.295 -12.092 -11.698  B4 1.472, C6 1.321
6 C 21.262 -12.774 -11.111  C2 1.539, O5 1.321, O7 1.258
7 O 21.063 -13.768 -10.366  C6 1.258
8 O 20.291 -11.004 -13.798  B4 1.468, C9 1.230
9 C 19.586 -10.054 -14.135  O8 1.230, O10 1.223, C11 1.556
10 O 19.034 -9.963 -15.222  C9 1.223
11 C 19.624 -9.060 -12.939  C9 1.556, O12 1.355, O13 1.224
12 O 20.266 -9.650 -11.902  B4 1.451, C11 1.355
13 O 19.118 -7.949 -12.849  C11 1.224
14 C 25.620 -13.636 -13.898  O15 1.462, H16 1.090, H17 1.090, H18 1.090
15 O 27.015 -13.504 -14.315  C14 1.462, H19 0.960
16 H 24.973 -13.317 -14.715  C14 1.090
17 H 25.326 -14.629 -13.555  C14 1.090
18 H 25.363 -12.903 -13.133  C14 1.090
19 H 27.058 -13.730 -15.247  O15 0.960
20 C 20.183 -15.756 -13.050  O21 1.392, H22 1.090, H23 1.090, H24 1.090
21 O 20.869 -16.260 -11.948  C20 1.392, H25 0.960
22 H 20.177 -16.331 -13.976  C20 1.090
23 H 19.111 -15.643 -12.891  C20 1.090
24 H 20.401 -14.719 -13.307  C20 1.090
25 H 20.581 -15.700 -11.223  O21 0.960
26 C 26.883 -19.633 -3.150  O27 1.372, H35 1.090, H36 1.090, H37 1.090
27 O 27.078 -18.962 -4.332  C26 1.372, C28 1.378
28 C 26.186 -17.926 -4.500  O27 1.378, C29 1.546, H38 1.090, H39 1.090
29 C 26.308 -17.165 -5.840  C28 1.546, N30 1.480, H40 1.090, H41 1.090
30 N 25.950 -15.728 -5.843  C29 1.480, C31 1.481, H42 1.010
31 C 26.360 -15.144 -7.141  N30 1.481, C32 1.573, H43 1.090, H44 1.090
32 C 25.433 -15.562 -8.342  C31 1.573, O33 1.431, H45 1.090, H46 1.090
33 O 24.068 -15.417 -7.937  C32 1.431, C34 1.391
34 C 23.188 -15.436 -9.014  O33 1.391, H47 1.090, H48 1.090, H49 1.090
35 H 26.988 -18.967 -2.293  C26 1.090
36 H 27.728 -20.299 -2.978  C26 1.090
37 H 25.972 -20.231 -3.129  C26 1.090
38 H 26.177 -17.176 -3.708  C28 1.090
39 H 25.128 -18.185 -4.526  C28 1.090
40 H 25.619 -17.672 -6.516  C29 1.090
41 H 27.348 -17.370 -6.091  C29 1.090
42 H 24.946 -15.735 -5.952  N30 1.010
43 H 27.357 -15.564 -7.282  C31 1.090
44 H 26.359 -14.058 -7.050  C31 1.090
45 H 25.588 -16.586 -8.680  C32 1.090
46 H 25.685 -14.861 -9.138  C32 1.090
47 H 23.240 -16.315 -9.656  C34 1.090
48 H 23.515 -14.534 -9.531  C34 1.090
49 H 22.200 -15.032 -8.790  C34 1.090
50 C 22.645 -6.316 -11.939  O51 1.461, H59 1.090, H60 1.090, H61 1.090
51 O 23.188 -6.541 -10.602  C50 1.461, C52 1.448
52 C 23.076 -7.917 -10.165  O51 1.448, C53 1.555, H62 1.090, H63 1.090
53 C 24.028 -7.939 -8.936  C52 1.555, N54 1.519, H64 1.090, H65 1.090
54 N 23.456 -7.208 -7.734  C53 1.519, C55 1.508, H66 1.010
55 C 24.249 -7.391 -6.465  N54 1.508, C56 1.551, H67 1.090, H68 1.090
56 C 25.665 -6.760 -6.464  C55 1.551, O57 1.477, H69 1.090, H70 1.090
57 O 25.592 -5.551 -7.311  C56 1.477, C58 1.449
58 C 26.869 -4.903 -7.535  O57 1.449, H71 1.090, H72 1.090, H73 1.090
59 H 23.299 -6.750 -12.695  C50 1.090
60 H 22.611 -5.237 -12.094  C50 1.090
61 H 21.720 -6.848 -12.160  C50 1.090
62 H 23.584 -8.456 -10.966  C52 1.090
63 H 22.039 -8.227 -10.041  C52 1.090
64 H 25.021 -7.602 -9.233  C53 1.090
65 H 24.239 -8.958 -8.612  C53 1.090
66 H 22.548 -7.620 -7.571  N54 1.010
67 H 24.190 -8.422 -6.114  C55 1.090
68 H 23.728 -6.941 -5.620  C55 1.090
69 H 26.334 -7.518 -6.872  C56 1.090
70 H 25.909 -6.460 -5.445  C56 1.090
71 H 27.236 -4.546 -6.573  C58 1.090
72 H 26.824 -4.093 -8.263  C58 1.090
73 H 27.585 -5.601 -7.967  C58 1.090
74 C 16.462 -6.389 -7.557  O75 1.463, H83 1.090, H84 1.090, H85 1.090
75 O 17.841 -6.793 -7.829  C74 1.463, C76 1.409
76 C 17.938 -7.811 -8.799  O75 1.409, C77 1.561, H86 1.090, H87 1.090
77 C 19.450 -7.818 -9.189  C76 1.561, N78 1.476, H88 1.090, H89 1.090
78 N 20.233 -7.824 -7.937  C77 1.476, C79 1.426, H90 1.010
79 C 20.191 -9.057 -7.221  N78 1.426, C80 1.583, H91 1.090, H92 1.090
80 C 21.032 -10.248 -7.839  C79 1.583, O81 1.445, H93 1.090, H94 1.090
81 O 22.454 -10.137 -7.607  C80 1.445, C82 1.414
82 C 23.114 -11.385 -7.678  O81 1.414, H95 1.090, H96 1.090, H97 1.090
83 H 16.372 -5.568 -6.845  C74 1.090
84 H 15.859 -7.208 -7.167  C74 1.090
85 H 15.879 -6.064 -8.419  C74 1.090
86 H 17.224 -7.685 -9.612  C76 1.090
87 H 17.595 -8.808 -8.520  C76 1.090
88 H 19.738 -7.068 -9.925  C77 1.090
89 H 19.549 -8.802 -9.647  C77 1.090
90 H 19.591 -7.240 -7.421  N78 1.010
91 H 19.209 -9.285 -6.806  C79 1.090
92 H 20.643 -8.676 -6.306  C79 1.090
93 H 20.919 -10.377 -8.916  C80 1.090
94 H 20.701 -11.149 -7.323  C80 1.090
95 H 22.686 -12.039 -6.918  C82 1.090
96 H 24.164 -11.287 -7.403  C82 1.090
97 H 23.138 -11.928 -8.623  C82 1.090
98 C 23.590 -8.914 -16.434  O99 1.416, H107 1.090, H108 1.090, H109 1.090
99 O 23.302 -10.191 -16.974  C98 1.416, C100 1.378
100 C 22.836 -11.010 -15.968  O99 1.378, C101 1.553, H110 1.090, H111 1.090
101 C 22.416 -12.385 -16.552  C100 1.553, N102 1.502, H112 1.090, H113 1.090
102 N 23.638 -12.990 -17.183  C101 1.502, C103 1.463, H114 1.010
103 C 23.427 -14.312 -17.771  N102 1.463, C104 1.576, H115 1.090, H116 1.090
104 C 23.114 -15.489 -16.770  C103 1.576, O105 1.428, H117 1.090, H118 1.090
105 O 22.790 -16.679 -17.492  C104 1.428, C106 1.454
106 C 23.958 -17.513 -17.726  O105 1.454, H119 1.090, H120 1.090, H121 1.090
107 H 24.266 -8.330 -17.060  C98 1.090
108 H 24.298 -9.166 -15.644  C98 1.090
109 H 22.709 -8.287 -16.301  C98 1.090
110 H 21.926 -10.506 -15.640  C100 1.090
111 H 23.629 -11.165 -15.237  C100 1.090
112 H 21.595 -12.443 -17.267  C101 1.090
113 H 21.987 -13.005 -15.765  C101 1.090
114 H 23.945 -12.263 -17.815  N102 1.010
115 H 24.368 -14.588 -18.246  C103 1.090
116 H 22.595 -14.263 -18.473  C103 1.090
117 H 22.139 -15.170 -16.400  C104 1.090
118 H 23.800 -15.481 -15.924  C104 1.090
119 H 23.649 -18.361 -18.337  C106 1.090
120 H 24.495 -17.974 -16.898  C106 1.090
121 H 24.631 -17.016 -18.424  C106 1.090
122 C 31.302 -6.290 -9.260  O123 1.429, H131 1.090, H132 1.090, H133 1.090
123 O 30.068 -6.768 -8.720  C122 1.429, C124 1.413
124 C 30.153 -8.024 -8.078  O123 1.413, C125 1.548, H134 1.090, H135 1.090
125 C 30.139 -9.130 -9.161  C124 1.548, N126 1.524, H136 1.090, H137 1.090
126 N 28.917 -8.984 -10.060  C125 1.524, C127 1.489, H138 1.010
127 C 29.049 -9.904 -11.222  N126 1.489, C128 1.533, H139 1.090, H140 1.090
128 C 27.746 -10.283 -11.936  C127 1.533, O129 1.431, H141 1.090, H142 1.090
129 O 27.134 -9.117 -12.498  C128 1.431, C130 1.457
130 C 25.766 -9.472 -12.852  O129 1.457, H143 1.090, H144 1.090, H145 1.090
131 H 31.506 -6.763 -10.221  C122 1.090
132 H 32.157 -6.408 -8.594  C122 1.090
133 H 31.338 -5.235 -9.531  C122 1.090
134 H 29.155 -8.118 -7.649  C124 1.090
135 H 31.006 -8.092 -7.403  C124 1.090
136 H 30.013 -10.097 -8.674  C125 1.090
137 H 31.146 -9.146 -9.579  C125 1.090
138 H 28.951 -8.005 -10.307  N126 1.010
139 H 29.519 -10.833 -10.900  C127 1.090
140 H 29.773 -9.406 -11.867  C127 1.090
141 H 27.055 -10.774 -11.250  C128 1.090
142 H 28.010 -10.972 -12.738  C128 1.090
143 H 25.700 -9.783 -13.894  C130 1.090
144 H 25.223 -8.530 -12.767  C130 1.090
145 H 25.154 -10.173 -12.285  C130 1.090
146 C 16.350 -8.661 -12.054  C147 1.522, H152 1.090, H153 1.090, H154 1.090
147 C 15.122 -9.029 -11.234  C146 1.522, C148 1.496, N151 1.434, H155 1.090
148 C 15.000 -10.407 -10.665  C147 1.496, O149 1.447, H156 1.090, H157 1.090
149 O 13.777 -10.478 -9.895  C148 1.447, C150 1.458
150 C 13.553 -11.779 -9.275  O149 1.458, H158 1.090, H159 1.090, H160 1.090
151 N 14.934 -8.039 -10.214  C147 1.434, H161 1.010, H162 1.010
152 H 16.294 -7.619 -12.368  C146 1.090
153 H 16.350 -9.225 -12.987  C146 1.090
154 H 17.251 -8.942 -11.508  C146 1.090
155 H 14.184 -8.798 -11.738  C147 1.090
156 H 15.856 -10.572 -10.011  C148 1.090
157 H 15.060 -11.220 -11.389  C148 1.090
158 H 12.633 -11.787 -8.690  C150 1.090
159 H 14.203 -12.178 -8.497  C150 1.090
160 H 13.601 -12.606 -9.983  C150 1.090
161 H 14.130 -8.318 -9.671  N151 1.010
162 H 14.809 -7.102 -10.570  N151 1.010
163 C 18.225 -12.487 -6.536  C164 1.575, H169 1.090, H170 1.090, H171 1.090
164 C 17.210 -12.938 -7.654  C163 1.575, C165 1.539, N168 1.445, H172 1.090
165 C 17.873 -13.049 -9.038  C164 1.539, O166 1.446, H173 1.090, H174 1.090
166 O 16.936 -13.619 -9.981  C165 1.446, C167 1.445
167 C 17.547 -13.815 -11.275  O166 1.445, H175 1.090, H176 1.090, H177 1.090
168 N 16.767 -14.220 -7.157  C164 1.445, H178 1.010, H179 1.010
169 H 18.767 -11.593 -6.845  C163 1.090
170 H 18.930 -13.298 -6.355  C163 1.090
171 H 17.739 -12.159 -5.618  C163 1.090
172 H 16.335 -12.291 -7.593  C164 1.090
173 H 18.802 -13.611 -9.138  C165 1.090
174 H 18.081 -12.030 -9.364  C165 1.090
175 H 16.854 -14.223 -12.011  C167 1.090
176 H 18.434 -14.441 -11.172  C167 1.090
177 H 17.780 -12.864 -11.753  C167 1.090
178 H 17.636 -14.727 -7.076  N168 1.010
179 H 16.463 -14.744 -7.964  N168 1.010
180 C 19.715 -5.910 -15.347  C181 1.570, H186 1.090, H187 1.090, H188 1.090
181 C 19.194 -4.621 -16.077  C180 1.570, C182 1.549, N185 1.452, H189 1.090
182 C 17.970 -3.985 -15.372  C181 1.549, O183 1.385, H190 1.090, H191 1.090
183 O 16.790 -4.478 -15.903  C182 1.385, C184 1.455
184 C 15.637 -3.881 -15.245  O183 1.455, H192 1.090, H193 1.090, H194 1.090
185 N 20.257 -3.637 -15.971  C181 1.452, H195 1.010, H196 1.010
186 H 20.452 -6.461 -15.932  C180 1.090
187 H 18.874 -6.597 -15.244  C180 1.090
188 H 20.173 -5.724 -14.376  C180 1.090
189 H 19.217 -4.687 -17.165  C181 1.090
190 H 17.946 -2.915 -15.582  C182 1.090
191 H 18.024 -4.230 -14.312  C182 1.090
192 H 14.756 -4.324 -15.711  C184 1.090
193 H 15.683 -2.817 -15.476  C184 1.090
194 H 15.718 -4.095 -14.179  C184 1.090
195 H 20.810 -3.784 -15.139  N185 1.010
196 H 19.853 -2.714 -16.037  N185 1.010
197 C 15.004 -10.608 -18.554  C198 1.575, H203 1.090, H204 1.090, H205 1.090
198 C 16.160 -10.434 -17.498  C197 1.575, C199 1.537, N202 1.424, H206 1.090
199 C 15.602 -10.087 -16.109  C198 1.537, O200 1.451, H207 1.090, H208 1.090
200 O 14.988 -8.776 -16.203  C199 1.451, C201 1.492
201 C 15.799 -7.598 -16.627  O200 1.492, H209 1.090, H210 1.090, H211 1.090
202 N 16.898 -11.649 -17.405  C198 1.424, H212 1.010, H213 1.010
203 H 15.320 -9.854 -19.274  C197 1.090
204 H 14.012 -10.417 -18.144  C197 1.090
205 H 15.122 -11.503 -19.165  C197 1.090
206 H 16.826 -9.670 -17.900  C198 1.090
207 H 16.342 -10.105 -15.309  C199 1.090
208 H 14.907 -10.867 -15.801  C199 1.090
209 H 16.494 -7.609 -17.466  C201 1.090
210 H 16.304 -7.197 -15.748  C201 1.090
211 H 15.124 -6.778 -16.875  C201 1.090
212 H 17.445 -11.691 -16.558  N202 1.010
213 H 16.227 -12.403 -17.435  N202 1.010